[1]
Computed, not measured: a 11-piece molecular cluster, C29H73N7O11S4 overall, with ωB97M-V/def2-TZVPD.

The total charge is 0. As for the HOMO energy: -8.76 eV. The multiplicity is 1. As for the LUMO energy: 0.3 eV.

The geometry in XYZ format:
```
124
Properties=species:S:1:pos:R:3:lowdin_charge:R:1
C 2.66 -0.59 3.25 -0.246
S 3.40 0.95 3.93 0.797
O 4.84 0.71 4.13 -0.558
C 3.18 1.90 2.37 -0.268
H 3.19 -0.69 2.27 0.032
H 1.61 -0.61 3.04 0.003
H 3.16 -1.30 3.97 0.065
H 3.27 2.97 2.59 0.050
H 2.22 1.58 1.91 0.016
H 4.04 1.63 1.70 0.043
C -1.67 -5.27 -0.93 -0.250
S 0.08 -5.21 -1.36 0.847
O 0.39 -3.74 -1.57 -0.589
C 0.65 -5.76 0.25 -0.257
H -1.81 -5.02 0.12 0.015
H -2.03 -6.26 -1.18 0.049
H -2.24 -4.53 -1.55 0.063
H 0.54 -4.99 1.00 0.050
H 1.65 -6.19 0.20 0.044
H -0.07 -6.63 0.38 0.072
C 1.14 -3.58 -4.57 -0.266
S 2.84 -3.01 -4.66 0.797
O 2.88 -1.74 -3.91 -0.552
C 3.57 -4.31 -3.71 -0.281
H 0.74 -3.36 -3.56 0.023
H 1.09 -4.66 -4.75 0.049
H 0.60 -3.07 -5.41 0.062
H 3.14 -4.39 -2.74 0.032
H 4.62 -4.18 -3.52 0.048
H 3.43 -5.24 -4.29 0.063
C 1.90 -0.68 -0.81 -0.221
S 0.55 -0.84 0.34 0.795
O 0.50 0.49 1.03 -0.571
C -0.72 -0.76 -0.82 -0.291
H 1.88 0.38 -1.10 0.052
H 1.91 -1.36 -1.64 0.024
H 2.84 -0.75 -0.26 0.045
H -0.73 -1.45 -1.65 0.048
H -0.62 0.33 -1.22 0.073
H -1.64 -0.87 -0.22 0.039
C -4.86 3.06 1.42 -0.361
O -5.92 3.55 1.79 0.003
N -4.43 2.69 0.22 -0.184
C -3.04 2.27 0.03 -0.023
C -5.31 2.82 -0.94 -0.020
H -4.06 2.82 2.14 0.096
H -2.66 1.97 1.04 0.079
H -2.48 3.08 -0.39 0.086
H -3.10 1.34 -0.64 0.099
H -5.57 1.81 -1.23 0.044
H -6.19 3.32 -0.63 0.079
H -4.82 3.24 -1.83 0.095
C 1.34 3.85 -1.91 -0.336
O 0.82 4.67 -2.65 -0.011
N 2.67 3.47 -1.97 -0.165
C 3.30 2.81 -0.85 -0.103
C 3.70 4.24 -2.78 -0.022
H 0.71 3.36 -1.14 0.137
H 3.84 3.50 -0.19 0.096
H 3.96 1.95 -1.17 0.096
H 2.50 2.42 -0.30 0.028
H 4.46 3.53 -3.18 0.096
H 3.24 4.66 -3.66 0.062
H 4.13 5.04 -2.14 0.099
C -2.14 2.11 3.64 -0.356
O -3.21 1.76 4.15 -0.009
N -1.64 3.36 3.53 -0.192
C -0.33 3.55 3.06 -0.068
C -2.36 4.44 4.16 -0.029
H -1.53 1.34 3.08 0.124
H 0.36 3.83 3.83 0.096
H -0.33 4.26 2.24 0.098
H 0.02 2.69 2.56 0.046
H -3.36 4.51 3.73 0.090
H -2.37 4.27 5.21 0.085
H -1.90 5.43 4.02 0.102
C 5.94 -0.03 0.88 -0.362
O 5.51 0.84 0.18 0.009
N 7.23 -0.27 1.15 -0.203
C 7.64 -1.41 1.84 -0.078
C 8.21 0.52 0.40 -0.024
H 5.35 -0.80 1.41 0.123
H 6.75 -1.91 2.24 0.092
H 8.35 -1.16 2.59 0.090
H 8.03 -2.16 1.12 0.100
H 7.64 0.89 -0.48 0.088
H 8.59 1.34 1.01 0.094
H 8.98 -0.16 -0.05 0.102
C -2.51 -3.83 3.06 -0.355
O -1.82 -4.18 2.14 0.010
N -2.40 -2.67 3.73 -0.190
C -3.36 -2.18 4.65 -0.073
C -1.41 -1.71 3.35 -0.053
H -3.42 -4.42 3.33 0.149
H -4.06 -1.35 4.35 0.102
H -2.87 -1.78 5.55 0.097
H -4.10 -2.96 4.85 0.085
H -1.01 -1.18 4.20 0.096
H -0.62 -2.22 2.78 0.078
H -1.86 -1.03 2.67 0.073
C -2.66 1.00 -3.82 -0.371
O -3.89 1.04 -3.82 -0.021
N -1.87 1.83 -4.43 -0.165
C -0.42 1.71 -4.13 -0.015
C -2.33 3.00 -5.08 -0.036
H -2.16 0.18 -3.24 0.128
H -0.05 2.70 -3.84 0.062
H 0.24 1.45 -4.94 0.085
H -0.16 1.10 -3.25 0.074
H -2.32 3.83 -4.39 0.097
H -1.64 3.26 -5.90 0.102
H -3.33 2.85 -5.42 0.083
C -4.32 -1.41 -1.73 -0.327
O -3.40 -2.17 -1.99 -0.019
N -4.78 -1.31 -0.46 -0.182
C -5.93 -0.52 -0.10 -0.067
C -4.25 -2.32 0.45 -0.050
H -4.84 -0.79 -2.48 0.127
H -5.75 0.05 0.84 0.098
H -6.77 -1.16 0.16 0.082
H -6.32 0.19 -0.90 0.095
H -4.40 -1.83 1.46 0.103
H -4.61 -3.37 0.33 0.114
H -3.15 -2.35 0.44 0.056
```


[2]
Computed, not measured: C29H74LiN4O17P as an isolated structure, with ωB97M-V/def2-TZVPD.

The total charge is +2. As for the HOMO energy: -11.14 eV. The multiplicity is 1. As for the LUMO energy: -5.2 eV.

The geometry in XYZ format:
```
126
Properties=species:S:1:pos:R:3:lowdin_charge:R:1
C 41.80 53.14 34.86 -0.012
N 42.25 53.84 33.64 -0.304
C 43.01 52.91 32.71 0.056
C 41.02 54.30 32.89 0.021
C 43.06 55.04 34.01 -0.095
C 42.35 56.18 34.87 -0.179
O 43.26 57.28 35.00 -0.035
H 41.63 51.98 34.86 0.163
H 41.01 53.68 35.40 0.109
H 42.58 53.39 35.66 0.113
H 43.82 52.45 33.38 0.125
H 43.66 53.12 32.09 -0.016
H 42.48 52.04 32.49 0.096
H 40.51 53.44 32.96 0.051
H 41.22 54.57 31.86 0.130
H 40.14 54.93 33.26 0.151
H 43.42 55.39 33.11 0.112
H 43.96 54.87 34.54 0.106
H 42.08 55.90 35.93 0.137
H 41.38 56.51 34.51 0.118
H 43.81 57.08 35.73 0.061
C 48.29 48.98 30.77 0.002
N 48.97 49.32 29.51 -0.362
C 50.27 50.00 29.90 0.020
C 49.16 48.11 28.69 0.027
C 48.24 50.30 28.74 -0.134
C 46.76 49.97 28.44 -0.212
O 46.02 51.01 27.77 -0.072
H 47.82 49.71 31.13 -0.001
H 49.09 48.85 31.48 0.111
H 47.52 48.20 30.78 0.133
H 50.78 50.49 28.97 0.151
H 50.90 49.09 30.16 0.119
H 50.18 50.70 30.84 0.131
H 49.60 48.33 27.79 0.091
H 48.39 47.42 28.57 0.095
H 49.74 47.49 29.43 0.136
H 48.74 50.21 27.82 0.108
H 48.39 51.36 29.15 0.151
H 46.13 49.66 29.38 0.137
H 46.78 49.12 27.80 0.099
H 46.00 51.60 28.52 -0.062
C 45.38 51.28 35.77 0.040
N 46.90 51.36 35.90 -0.323
C 47.16 52.64 36.60 -0.027
C 47.32 50.22 36.78 0.055
C 47.54 51.53 34.55 -0.112
C 49.13 51.67 34.47 -0.235
O 49.53 51.74 33.12 -0.130
H 44.97 51.15 36.82 0.142
H 45.06 50.38 35.31 0.089
H 45.06 52.12 35.27 0.054
H 48.30 52.71 36.78 0.147
H 46.70 52.91 37.52 0.106
H 46.96 53.46 36.12 0.019
H 48.45 50.58 37.05 0.164
H 47.57 49.51 35.92 0.127
H 46.77 49.72 37.38 0.035
H 47.15 52.25 33.80 0.116
H 47.35 50.53 34.00 0.154
H 49.40 50.78 35.20 0.142
H 49.36 52.58 34.87 0.064
H 48.78 51.97 32.41 -0.007
C 48.61 55.93 32.36 0.015
N 47.78 56.64 33.42 -0.295
C 47.88 58.07 33.03 0.024
C 46.31 56.33 33.41 0.015
C 48.26 56.27 34.77 -0.107
C 48.30 57.30 35.90 -0.274
O 48.51 56.59 37.05 -0.055
H 48.36 56.00 31.36 0.068
H 48.34 54.81 32.31 0.116
H 49.79 56.11 32.44 0.182
H 47.17 58.21 32.16 0.142
H 48.70 58.35 32.56 0.060
H 47.52 58.73 33.82 0.116
H 46.38 55.17 33.47 0.126
H 46.10 56.43 32.43 0.060
H 45.65 56.61 34.10 0.050
H 49.26 55.98 34.83 0.129
H 47.91 55.38 34.96 0.064
H 47.40 57.90 35.94 0.120
H 48.99 58.05 35.77 0.114
H 47.59 56.13 37.43 0.209
Li 45.73 54.65 29.95 0.731
P 46.47 52.36 31.16 -0.149
O 45.68 51.24 31.70 -0.325
O 46.04 52.68 29.63 -0.469
O 47.89 52.46 31.45 -0.299
O 45.92 53.68 31.53 -0.483
C 50.93 53.50 30.21 -0.120
O 52.13 52.89 30.06 0.018
C 53.31 53.30 30.44 -0.504
O 53.48 54.37 31.13 0.043
O 54.32 52.52 29.94 -0.002
C 55.62 53.04 30.19 -0.067
H 50.08 53.38 29.58 0.063
H 50.78 54.71 30.23 0.140
H 50.35 53.16 31.16 0.093
H 56.07 53.72 29.34 0.140
H 56.34 52.28 30.15 0.050
H 55.74 53.48 31.27 0.133
C 38.25 50.61 29.45 0.014
O 39.55 51.14 29.72 0.000
C 40.66 50.47 29.55 -0.559
O 40.70 49.28 29.01 0.012
O 41.75 51.05 29.98 -0.039
C 43.04 50.40 29.77 -0.029
H 37.61 51.40 29.45 0.065
H 37.96 49.97 30.46 0.171
H 38.26 50.09 28.66 0.018
H 42.92 49.26 30.10 0.128
H 43.98 50.78 30.39 0.083
H 43.27 50.62 28.70 0.111
C 45.02 48.46 32.75 -0.099
O 45.68 47.28 32.82 0.026
C 46.05 46.76 33.99 -0.583
O 45.71 47.41 35.02 0.049
O 46.49 45.58 33.92 0.053
C 46.85 44.75 34.97 -0.071
H 44.15 48.70 33.30 0.087
H 44.78 48.88 31.63 0.140
H 45.62 49.08 33.22 -0.010
H 48.01 44.57 35.29 0.151
H 46.51 43.69 34.70 0.112
H 46.22 44.81 35.90 0.105
```


[3]
Computed, not measured: C29H75CrN10O13 as an isolated structure, with ωB97M-V/def2-TZVPD.

The total charge is +1. As for the HOMO energy (spin up / spin down): -10.11 / -10.11 eV. The multiplicity is 5. As for the LUMO energy (spin up / spin down): -3.8 / -3.5 eV.

The geometry in XYZ format:
```
128
Properties=species:S:1:pos:R:3:lowdin_charge:R:1
Cr 4.03 -1.28 0.91 1.159
C 0.83 1.21 0.45 0.034
C 1.97 0.25 0.64 -0.753
O 2.69 0.38 1.63 -0.055
O 2.21 -0.64 -0.16 -0.029
H 0.83 1.98 1.22 0.073
H -0.08 0.60 0.41 0.079
H 0.94 1.73 -0.50 0.093
C 4.92 2.73 3.78 -0.729
O 5.49 1.65 3.93 0.016
N 3.78 3.00 3.18 0.164
N 5.41 3.90 4.17 0.155
H 3.26 3.86 3.21 0.118
H 3.39 2.22 2.66 0.072
H 6.29 3.98 4.66 0.119
H 4.81 4.72 4.15 0.107
C 4.61 -3.05 -1.89 -0.702
O 4.46 -2.19 -0.99 -0.079
N 5.33 -2.85 -2.93 0.215
N 4.09 -4.24 -1.82 0.218
H 5.15 -3.45 -3.72 0.141
H 5.70 -1.91 -2.97 0.141
H 3.52 -4.56 -1.05 0.098
H 4.19 -4.76 -2.68 0.129
C 2.60 -4.33 1.34 -0.741
O 2.91 -3.15 1.11 -0.051
N 3.46 -5.23 1.15 0.186
N 1.49 -4.74 1.82 0.249
H 4.45 -5.06 1.01 0.145
H 3.22 -6.21 1.20 0.137
H 1.50 -5.74 1.86 0.138
H 0.70 -4.13 2.00 0.121
C 2.98 -0.53 -3.66 -0.107
O 2.09 -0.17 -4.70 -0.182
C 0.87 0.32 -4.15 -0.233
C 0.05 0.67 -5.30 -0.232
N -0.39 -0.46 -6.13 -0.050
C -1.03 0.01 -7.37 -0.167
C 0.09 0.30 -8.45 -0.207
O 0.87 -0.86 -8.78 -0.178
C 1.84 -0.63 -9.78 -0.122
H 3.97 -0.56 -4.11 0.079
H 2.73 -1.56 -3.40 0.085
H 2.91 0.22 -2.87 0.087
H 1.03 1.20 -3.52 0.123
H 0.46 -0.44 -3.48 0.120
H 0.51 1.42 -5.94 0.117
H -0.79 1.23 -4.89 0.113
H 0.40 -1.03 -6.37 0.090
H -1.69 0.84 -7.16 0.113
H -1.71 -0.78 -7.69 0.106
H 0.61 1.22 -8.19 0.109
H -0.40 0.62 -9.37 0.113
H 1.55 -0.68 -10.83 0.086
H 2.57 -1.43 -9.74 0.081
H 2.44 0.26 -9.60 0.087
C -2.59 1.35 4.87 -0.131
O -1.90 2.22 4.04 -0.167
C -0.53 1.87 3.86 -0.181
C 0.42 1.86 5.12 -0.226
N 1.47 0.91 5.08 -0.072
C 2.29 1.12 6.22 -0.241
C 3.45 0.16 6.35 -0.152
O 4.22 0.67 7.52 -0.190
C 5.62 0.49 7.47 -0.135
H -3.52 1.86 5.14 0.100
H -2.18 0.96 5.80 0.080
H -2.68 0.37 4.42 0.071
H -0.08 2.60 3.19 0.099
H -0.39 0.92 3.34 0.104
H -0.11 1.85 6.06 0.116
H 0.88 2.85 5.21 0.107
H 2.10 1.08 4.31 0.085
H 1.65 1.14 7.11 0.129
H 2.70 2.12 6.13 0.117
H 3.98 0.12 5.40 0.099
H 3.23 -0.87 6.65 0.120
H 6.18 0.80 8.35 0.085
H 6.05 1.26 6.83 0.062
H 6.04 -0.39 6.99 0.084
C -6.73 4.35 -3.39 -0.119
O -5.42 3.86 -3.30 -0.203
C -5.28 2.41 -3.45 -0.175
C -3.78 2.18 -3.65 -0.204
N -2.96 2.71 -2.57 -0.058
C -3.11 1.99 -1.37 -0.247
C -2.61 2.65 -0.07 -0.232
O -3.35 3.82 0.18 -0.141
C -2.50 4.72 0.86 -0.113
H -7.27 4.03 -2.50 0.090
H -7.20 4.07 -4.33 0.084
H -6.69 5.44 -3.45 0.088
H -5.68 2.08 -4.41 0.114
H -5.80 1.83 -2.69 0.117
H -3.37 2.52 -4.60 0.113
H -3.52 1.12 -3.68 0.107
H -3.37 3.59 -2.28 0.097
H -2.58 1.03 -1.44 0.107
H -4.16 1.74 -1.18 0.114
H -1.55 2.70 -0.33 0.099
H -2.65 1.95 0.76 0.121
H -1.60 5.01 0.32 0.090
H -2.27 4.44 1.89 0.080
H -3.07 5.64 1.05 0.087
C -5.82 -3.59 4.33 -0.101
O -4.74 -3.14 3.52 -0.204
C -3.43 -3.58 3.88 -0.181
C -2.26 -2.88 3.06 -0.236
N -2.32 -2.98 1.65 -0.055
C -1.23 -2.11 1.00 -0.139
C -1.31 -2.41 -0.52 -0.254
O -2.48 -1.83 -0.99 -0.214
C -2.77 -2.13 -2.44 -0.025
H -6.74 -3.29 3.83 0.090
H -5.75 -3.25 5.36 0.088
H -5.85 -4.68 4.26 0.083
H -3.35 -4.65 3.70 0.112
H -3.22 -3.38 4.93 0.113
H -1.28 -3.27 3.32 0.100
H -2.13 -1.87 3.45 0.093
H -3.14 -2.58 1.22 0.104
H -0.28 -2.34 1.48 0.088
H -1.51 -1.08 1.25 0.106
H -1.33 -3.45 -0.84 0.114
H -0.51 -1.94 -1.10 0.106
H -2.15 -1.57 -3.14 0.066
H -3.80 -1.88 -2.69 0.087
H -2.48 -3.16 -2.65 0.078
```


Number 1: F_max 0.069 Eh/bohr. Number 2: F_max 0.250 Eh/bohr. Number 3: F_max 0.130 Eh/bohr.